Formula: C4H9NO
Source: the Open Molecules 2025 dataset
Level of theory: ωB97M-V/def2-TZVPD

The orbital gap (alpha / beta) comes out at 5.20 / 6.75 eV. The total charge is -1. Its multiplicity is 2. For the energy above the lowest of the compared OMol25 structures with the same formula, charge and spin, the calculation gives 193.1 kJ/mol. The calculation puts the energy at -287.6716 Eh. The expectation value of S² is 0.7591.

Each line ends with the Löwdin spin population.
Atoms and positions in Å:
C: 1.13749 0.59111 -1.42142  0.1549
C: 1.67858 0.73639 -0.03317  0.5007
C: 1.37459 -0.17190 1.10329  0.0882
C: 0.18751 -0.90020 1.02810  0.0732
N: 0.13780 -2.10478 1.80201  0.0259
O: -0.87160 -0.56738 0.41669  0.0549
H: 1.42058 1.41607 -2.06535  0.0050
H: 1.13399 -0.36361 -1.91946  0.0160
H: 0.32264 0.83625 -0.65641  0.0298
H: 1.96589 1.73092 0.35827  0.0344
H: -4.92959 1.61625 -2.74372  0.0001
H: -5.43692 1.92340 -2.30001  0.0000
H: 2.18913 -0.45782 1.75533  0.0140
H: 0.51567 -1.87025 2.72800  0.0007
H: -0.82577 -2.41446 1.94786  0.0022



Formula: C24H29N2O3PtS5
Source: the Open Molecules 2025 dataset
Level of theory: ωB97M-V/def2-TZVPD

The orbital gap comes out at 7.44 eV. The total charge is +1. For the energy above the lowest of the compared OMol25 structures with the same formula, charge and spin, the calculation gives 0.0 kJ/mol. The calculation puts the energy at -3377.1560 Eh.

Each line ends with the natural charge from an NBO analysis.
Atoms and positions in Å:
Pt: 0.65701 -1.08311 0.67970  0.7282
C: 1.07611 -4.69188 0.30182  -0.5491
C: 0.05044 -4.20857 -0.71698  -0.5521
S: -0.19903 -2.43422 -1.00437  0.3825
C: 0.74238 -2.06362 -2.50799  -0.5357
C: 2.24814 -2.24809 -2.46636  -0.5650
S: 3.03791 -1.32131 -1.12580  0.2134
C: 4.25312 -2.51196 -0.52217  -0.5462
C: 3.70276 -3.51551 0.48245  -0.5290
S: 2.78677 -4.91155 -0.25065  0.2175
H: 0.76039 -5.69990 0.58005  0.2510
H: 1.05247 -4.10687 1.22045  0.2140
H: -0.93829 -4.55616 -0.41446  0.2471
H: 0.25098 -4.63506 -1.70139  0.2502
H: 0.47679 -1.03099 -2.73476  0.2513
H: 0.30437 -2.69001 -3.28714  0.2493
H: 2.64845 -1.88819 -3.41471  0.2476
H: 2.51267 -3.29877 -2.36279  0.2469
H: 5.02516 -1.91155 -0.03667  0.2451
H: 4.73082 -3.00126 -1.37084  0.2397
H: 3.02750 -3.00558 1.16983  0.1965
H: 4.52025 -3.94331 1.06325  0.2400
N: 0.27135 0.55044 -0.46296  -1.1024
S: -1.12949 0.64333 -1.30676  1.0551
C: -0.99448 2.22474 -2.11683  -0.1582
C: 0.25449 2.80415 -2.26632  -0.2100
C: 0.34834 4.01699 -2.93098  -0.1738
C: -0.78653 4.61935 -3.44980  -0.1747
C: -2.02732 4.01180 -3.30937  -0.1969
C: -2.14163 2.80647 -2.64038  -0.2244
C: -2.51370 0.85340 -0.22248  -0.2122
C: -3.41659 -0.20580 -0.17795  -0.2172
C: -4.51666 -0.10879 0.65891  -0.2198
C: -4.69634 1.03553 1.42966  -0.1727
C: -3.78117 2.07894 1.37654  -0.1870
C: -2.67726 1.99939 0.54048  -0.2245
H: 0.37775 1.40307 0.10087  0.4283
H: 1.13512 2.34034 -1.84731  0.2425
H: 1.31265 4.49575 -3.02655  0.2299
H: -0.70727 5.56936 -3.96007  0.2298
H: -2.91406 4.48334 -3.70967  0.2302
H: -3.11137 2.34335 -2.51363  0.2278
H: -3.26116 -1.08006 -0.79798  0.2230
H: -5.23719 -0.91432 0.70160  0.2275
H: -5.56396 1.11401 2.07159  0.2293
H: -3.90245 2.96734 1.98271  0.2496
H: -1.96143 2.81125 0.50345  0.2856
N: 0.84834 -2.05971 2.60065  -0.7875
C: 0.72195 -0.65167 2.81737  0.1435
C: 1.79271 0.10528 2.27164  -0.3376
C: 1.62017 1.50960 2.19850  -0.1760
C: 0.43525 2.06910 2.57744  -0.2830
C: -0.55095 1.30969 3.25164  -0.1389
C: -0.41875 -0.04442 3.38045  -0.2523
S: 0.07494 3.73342 1.98792  2.4337
O: 0.18021 3.48939 0.54770  -1.0418
O: -1.28307 3.95925 2.44079  -1.0014
O: 1.10639 4.55747 2.55882  -0.9537
H: 0.09192 -2.62667 2.96187  0.4261
H: 1.76266 -2.40651 2.87353  0.4158
H: 2.77662 -0.33790 2.16064  0.2526
H: 2.38804 2.12335 1.74433  0.2647
H: -1.44419 1.82051 3.58639  0.2711
H: -1.18898 -0.65605 3.83309  0.2369



Formula: CH5NO2Si
Source: the Open Molecules 2025 dataset
Level of theory: ωB97M-V/def2-TZVPD

The orbital gap (alpha / beta) comes out at 8.60 / 8.60 eV. The total charge is 0. For the energy above the lowest of the compared OMol25 structures with the same formula, charge and spin, the calculation gives 383.4 kJ/mol. The calculation puts the energy at -535.6204 Eh.

Each line ends with the natural charge from an NBO analysis.
Atoms and positions in Å:
C: -0.92303 0.84810 0.03327  -0.7260
N: 2.72664 0.07083 -0.16984  0.2594
O: 3.26843 -0.44147 -1.09431  -0.3950
O: 3.03004 1.13829 0.29809  -0.3943
Si: 1.18497 -0.77190 0.45991  0.9088
H: -1.69996 0.27242 0.53353  0.2053
H: -0.55110 1.68996 0.64254  0.2029
H: -0.93856 1.20660 -1.06701  0.2254
H: 1.39368 -2.17406 0.26812  -0.1457
H: 1.25010 0.08587 1.70621  -0.1408



Formula: C3H8N2
Source: the Open Molecules 2025 dataset
Level of theory: ωB97M-V/def2-TZVPD

The orbital gap comes out at 10.47 eV. The total charge is 0. For the energy above the lowest of the compared OMol25 structures with the same formula, charge and spin, the calculation gives 380.9 kJ/mol. The calculation puts the energy at -228.5036 Eh.

Each line ends with the natural charge from an NBO analysis.
Atoms and positions in Å:
C: 0.00147 -2.00588 0.36865  -0.1017
C: -0.07325 1.57331 -0.56826  -0.6111
C: 0.18720 0.51006 0.49266  -0.2214
N: -0.57088 -1.40986 -0.80545  -0.4577
N: 0.57365 -0.74532 -0.05839  -0.3137
H: -0.48768 -1.93085 1.40334  0.1753
H: 0.69344 -2.83260 0.31983  0.1853
H: -0.83572 1.16933 -1.15533  0.2221
H: -0.50652 2.39152 -0.09693  0.2069
H: 0.77267 1.93130 -0.98646  0.2074
H: 0.82618 0.86157 1.42460  0.2006
H: -0.76001 0.25868 1.01537  0.1615
H: 0.01276 -1.82718 -1.48308  0.3465



Formula: C37H38BrN4O4S3W
Source: the Open Molecules 2025 dataset
Level of theory: ωB97M-V/def2-TZVPD

The orbital gap (alpha / beta) comes out at 4.28 / 3.29 eV. The total charge is +3. Its multiplicity is 3. For the energy above the lowest of the compared OMol25 structures with the same formula, charge and spin, the calculation gives 135.0 kJ/mol. The calculation puts the energy at -5787.5199 Eh. The expectation value of S² is 2.0324.

Each line ends with the Löwdin spin population.
Atoms and positions in Å:
W: -1.22240 -0.07340 -1.68323  1.6529
C: -0.53455 -2.48039 -4.45289  0.0006
C: -0.48834 -1.74215 -5.77491  0.0006
S: -1.41584 -0.16655 -5.84832  0.0045
C: -0.10959 1.12132 -5.73851  0.0014
C: -0.29772 2.04790 -4.55647  0.0036
S: 0.30126 1.52597 -2.89051  0.0095
C: 1.86069 0.58213 -3.14970  0.0147
C: 1.76396 -0.86607 -3.59863  0.0075
S: 0.29292 -1.77732 -2.95250  -0.0019
H: -1.56703 -2.61379 -4.12498  -0.0001
H: -0.07032 -3.46248 -4.58306  -0.0006
H: 0.52105 -1.57858 -6.14407  0.0002
H: -0.98441 -2.39213 -6.49924  0.0001
H: 0.87252 0.66144 -5.76008  0.0002
H: -0.22239 1.72476 -6.64224  0.0001
H: 0.22199 2.99094 -4.73879  -0.0006
H: -1.35948 2.25442 -4.40670  -0.0001
H: 2.46962 1.15279 -3.85170  0.0001
H: 2.33108 0.64567 -2.16519  0.0005
H: 1.76022 -0.96220 -4.68144  0.0005
H: 2.62931 -1.41047 -3.21483  -0.0004
C: 7.54357 0.15520 9.11970  0.0001
O: 6.59670 1.06058 8.59242  0.0018
C: 5.92474 0.81698 7.49053  0.0021
C: 4.95851 1.79057 7.13232  0.0001
C: 4.18133 1.61886 6.02402  0.0010
C: 4.30391 0.45968 5.23068  0.0013
C: 5.28804 -0.48909 5.55916  0.0014
C: 6.09165 -0.31382 6.65882  0.0006
C: 3.38829 0.31734 4.13284  0.0020
N: 2.71625 1.33578 3.62365  -0.0040
C: 1.93376 0.83367 2.65730  0.0041
C: 2.10896 -0.56774 2.57273  0.0121
N: 3.04987 -0.86179 3.51130  0.0000
C: 1.35384 -1.37597 1.68724  -0.0009
C: 1.33179 -2.77316 1.62652  0.0435
C: 0.47275 -3.38576 0.73003  -0.0042
C: -0.29416 -2.62072 -0.13566  0.0443
N: -0.26937 -1.27710 -0.14792  0.0068
C: 0.50465 -0.66767 0.79212  -0.0037
C: 0.36554 0.74232 0.83091  -0.0026
N: -0.48316 1.26404 -0.10133  -0.0010
C: -0.67388 2.59019 -0.05586  0.0305
C: -0.07407 3.42558 0.87603  -0.0056
C: 0.80445 2.90567 1.81080  0.0326
C: 1.04023 1.53080 1.79326  -0.0019
H: 7.86670 0.57899 10.07065  0.0000
H: 8.40881 0.05372 8.45769  0.0000
H: 7.10004 -0.83076 9.28671  0.0000
H: 4.85182 2.65269 7.77066  0.0000
H: 3.44109 2.34971 5.74380  0.0000
H: 5.45282 -1.35361 4.93351  0.0000
H: 6.85603 -1.04026 6.88406  0.0000
H: 3.41640 -1.77391 3.73674  0.0000
H: 1.94843 -3.36406 2.28367  0.0021
H: 0.40871 -4.45995 0.68554  -0.0011
H: -0.94912 -3.10701 -0.85058  0.0024
H: -1.32077 3.01831 -0.81007  0.0014
H: -0.28712 4.48314 0.85959  -0.0009
H: 1.30843 3.52973 2.53078  0.0014
C: -5.28215 1.86145 -1.02108  0.0015
C: -4.79552 2.97528 -1.94961  0.0001
C: -3.42604 2.46533 -2.40421  0.0024
O: -3.01092 1.46474 -1.43452  0.0216
C: -3.97563 1.44753 -0.36129  0.0052
H: -5.70369 1.03985 -1.60094  0.0000
H: -6.01715 2.19992 -0.29576  0.0003
H: -4.70392 3.91215 -1.40087  0.0000
H: -5.46229 3.12626 -2.79266  0.0000
H: -2.67585 3.26069 -2.43749  0.0000
H: -3.50561 1.98978 -3.38527  0.0008
H: -3.67739 2.18604 0.39529  0.0003
H: -3.98814 0.44910 0.08545  0.0010
Br: -5.68459 -4.86205 0.31459  -0.0014
C: -5.04493 -3.51615 -0.84804  -0.0018
C: -3.89902 -2.80130 -0.48341  0.0041
C: -3.42390 -1.82781 -1.33469  -0.0012
C: -4.06131 -1.55371 -2.54354  0.0076
C: -5.21771 -2.25450 -2.88857  -0.0010
C: -5.70573 -3.22965 -2.04068  0.0073
C: -3.50821 -0.51504 -3.46488  0.0109
O: -4.15672 0.05857 -4.29894  0.0058
O: -2.21793 -0.30519 -3.27966  0.0666
H: -3.41176 -3.01498 0.45592  0.0003
H: -2.54634 -1.19053 -0.99546  0.0104
H: -5.71567 -2.02841 -3.82124  -0.0001
H: -6.60091 -3.77035 -2.30478  0.0003



Formula: C4H8O2
Source: the Open Molecules 2025 dataset
Level of theory: ωB97M-V/def2-TZVPD

The orbital gap (alpha / beta) comes out at 8.16 / 4.39 eV. The total charge is +1. Its multiplicity is 2. For the energy above the lowest of the compared OMol25 structures with the same formula, charge and spin, the calculation gives 76.2 kJ/mol. The calculation puts the energy at -307.3139 Eh. The expectation value of S² is 0.7523.

Each line ends with the Löwdin spin population.
Atoms and positions in Å:
O: 0.14898 -0.01567 -1.04286  0.0131
C: -0.92765 -0.27998 -1.53559  0.0009
O: -1.05432 -1.21275 -2.48571  0.0020
C: -2.23567 0.34910 -1.18666  0.0003
H: -0.16095 -1.50874 -2.72159  0.0000
H: -2.98530 0.21756 -1.96070  0.0001
H: -2.08659 1.41141 -1.00593  0.0000
H: -2.60726 -0.07390 -0.25299  0.0000
C: 1.61205 -0.38401 1.85044  0.4428
C: 2.35675 0.74879 2.21523  0.4645
H: 1.35954 -1.15247 2.57274  0.0197
H: 1.33267 -0.54271 0.80693  0.0169
H: 2.79108 0.84956 3.20433  0.0205
H: 2.45668 1.59379 1.54237  0.0194



Repeat the first record exactly.
Formula: C4H9NO
Source: the Open Molecules 2025 dataset
Level of theory: ωB97M-V/def2-TZVPD

The orbital gap (alpha / beta) comes out at 5.20 / 6.75 eV. The total charge is -1. Its multiplicity is 2. For the energy above the lowest of the compared OMol25 structures with the same formula, charge and spin, the calculation gives 193.1 kJ/mol. The calculation puts the energy at -287.6716 Eh. The expectation value of S² is 0.7591.

Each line ends with the Löwdin spin population.
Atoms and positions in Å:
C: 1.13749 0.59111 -1.42142  0.1549
C: 1.67858 0.73639 -0.03317  0.5007
C: 1.37459 -0.17190 1.10329  0.0882
C: 0.18751 -0.90020 1.02810  0.0732
N: 0.13780 -2.10478 1.80201  0.0259
O: -0.87160 -0.56738 0.41669  0.0549
H: 1.42058 1.41607 -2.06535  0.0050
H: 1.13399 -0.36361 -1.91946  0.0160
H: 0.32264 0.83625 -0.65641  0.0298
H: 1.96589 1.73092 0.35827  0.0344
H: -4.92959 1.61625 -2.74372  0.0001
H: -5.43692 1.92340 -2.30001  0.0000
H: 2.18913 -0.45782 1.75533  0.0140
H: 0.51567 -1.87025 2.72800  0.0007
H: -0.82577 -2.41446 1.94786  0.0022



- What is the energy in the third record?
  -535.6204 Eh



- Number 4 is which compound?
  C3H8N2